Record 1
9
Properties=species:S:1:pos:R:3 method="wB97M-V/def2-TZVPD" e_homo_ev=-8.438 energy_ha=-735.36909 largest_force_ha_per_bohr=0.0992 relative_energy_kcal_mol=136.9
C 2.5644 -1.0708 0.5330
C -1.0776 -1.0027 -0.3235
N 2.3930 -1.0275 1.7287
N -0.0217 -3.0392 0.4897
O -1.8276 -0.2107 -0.8043
O -0.7188 -1.9278 0.2461
S 2.4168 -0.6757 -0.9922
H 2.9045 -1.2962 2.5517
H 0.2765 -3.1822 1.4325

Record 2
9
Properties=species:S:1:pos:R:3 method="wB97M-V/def2-TZVPD" e_homo_ev=-9.346 energy_ha=-735.57024 largest_force_ha_per_bohr=0.0513 relative_energy_kcal_mol=10.7 smiles="O=c1[nH][nH]c(=S)o1"
O 2.2476 -1.1163 -0.1444
C 1.1360 -0.6915 -0.0425
N 0.7790 0.6374 -0.1071
N -0.5639 0.8048 0.1565
C -1.1702 -0.4371 0.1748
S -2.7643 -0.6835 -0.1109
O -0.0979 -1.3557 0.2122
H 1.4994 1.3654 0.2052
H -1.0658 1.4764 -0.3440

Record 3
9
Properties=species:S:1:pos:R:3 method="wB97M-V/def2-TZVPD" e_homo_ev=-12.079 energy_ha=-412.43889 largest_force_ha_per_bohr=0.1925 relative_energy_kcal_mol=133.1
C -1.4221 0.6488 -0.0786
C 0.4896 0.2689 -0.4915
N -2.4205 0.8447 0.3511
N 0.2903 -1.0887 0.0050
O 0.0010 -1.8606 -0.8789
O 0.4534 -1.2679 1.1721
O 1.2424 1.1601 0.2261
H 0.4479 0.2254 -1.5036
H 0.9179 1.0693 1.1984

Record 4
9
Properties=species:S:1:pos:R:3 method="wB97M-V/def2-TZVPD" e_homo_ev="-11.385 / -10.110" energy_ha=-412.38082 largest_force_ha_per_bohr=0.0720 relative_energy_kcal_mol=169.5
C -1.5068 -0.2627 -1.4156
C 0.4565 0.7797 0.2547
N -2.4517 -0.6369 -1.9301
N 0.8779 -0.5604 0.0958
O 1.4793 -0.9043 -0.9013
O 0.6176 -1.2669 1.0763
O -0.0598 1.0923 1.3967
H 0.6655 1.5146 -0.5047
H -0.0785 0.2445 1.9281

Record 5
9
Properties=species:S:1:pos:R:3 method="wB97M-V/def2-TZVPD" e_homo_ev=-10.175 energy_ha=-412.48821 largest_force_ha_per_bohr=0.0314 relative_energy_kcal_mol=102.1 smiles="O=c1cnon1O"
O -0.8486 0.3658 -1.7649
C -0.1962 -0.0159 -0.8219
C 1.0434 -0.7949 -0.6837
N 1.4324 -0.7975 0.5341
O 0.5364 -0.1852 1.3416
N -0.6079 0.1395 0.5618
O -1.1244 1.3606 0.8369
H 1.6453 -1.2943 -1.4159
H -1.8805 1.2218 1.4120

Record 6
10
Properties=species:S:1:pos:R:3 method="wB97M-V/def2-TZVPD" e_homo_ev=-10.315 energy_ha=-487.76917 largest_force_ha_per_bohr=0.0570 relative_energy_kcal_mol=53.1
C -0.6832 -0.8761 -2.1399
C 0.1956 1.4277 2.3478
N -1.8079 -0.6738 -1.8916
N 0.8762 -1.1568 -0.2042
O -0.2860 0.8960 3.2333
O 1.5474 0.0173 -0.6147
O 0.7905 1.9712 1.5494
O 0.1531 -0.9982 0.7081
H -2.6785 -0.2535 -1.5206
H 1.8927 -0.3538 -1.4677